The following is a DFT calculation (the ωB97M-V functional and the def2-TZVPD basis) of C48H40Cl3CuN4O2PS5 as an isolated structure.

Its strongest force on any atom is 0.026 hartree/bohr. Its expectation value of S² is 0.758. The orbital gap (alpha / beta) comes out at 0.25884 / 0.23034 Eh. For the energy, the calculation gives -206151.8816 eV. As for the net charge: 0. The HOMO energy (alpha / beta) is -0.260 / -0.268 Eh. As for the lowest unoccupied orbital energy (alpha / beta): -0.04 / -1.02 eV. Its spin multiplicity is 2. The calculation puts the energy above the lowest of the compared OMol25 structures with the same formula, charge and spin at 1.528 eV.

Each line ends with the Löwdin spin population.
Atoms and positions in Å:
Cu -0.9360 -0.0249 0.3042  0.447
C 3.8935 4.6731 1.3423  0.002
C 3.8151 4.4140 -0.0180  0.001
C 2.8747 3.5169 -0.5118  0.005
C 1.9977 2.8759 0.3566  0.017
C 2.0722 3.1520 1.7226  0.003
C 3.0138 4.0422 2.2138  0.000
P 0.6613 1.7287 -0.1594  0.079
C 1.0667 1.3206 -1.8976  0.006
C 2.3442 0.8773 -2.2539  0.005
C 2.6381 0.5558 -3.5717  -0.001
C 1.6570 0.6647 -4.5490  0.006
C 0.3770 1.0690 -4.1989  0.000
C 0.0764 1.3783 -2.8789  0.005
C -0.6393 3.0177 -0.3795  0.001
C -0.4001 4.2514 -0.9336  0.000
C -1.4104 5.2301 -0.9757  0.001
C -2.6458 4.9629 -0.4548  0.001
C -2.9328 3.7063 0.1245  0.005
C -4.2113 3.4086 0.6552  -0.006
C -4.4451 2.1961 1.2335  0.009
C -3.4303 1.2119 1.2731  0.027
C -2.2006 1.4255 0.7131  0.166
C -1.9198 2.7057 0.1542  0.017
H 4.6263 5.3749 1.7203  0.000
H 4.4812 4.9209 -0.7059  0.000
H 2.8185 3.3349 -1.5769  0.000
H 1.3764 2.6614 2.3953  0.000
H 3.0593 4.2518 3.2757  0.000
H 3.1020 0.8016 -1.4845  0.000
H 3.6339 0.2233 -3.8406  0.000
H 1.8894 0.4303 -5.5809  0.000
H -0.3935 1.1334 -4.9564  0.000
H -0.9330 1.6687 -2.6076  0.000
H 0.5713 4.4879 -1.3477  0.000
H -1.1965 6.1985 -1.4116  0.000
H -3.4289 5.7136 -0.4710  0.000
H -4.9932 4.1569 0.5930  0.000
H -5.4200 1.9615 1.6468  0.001
H -3.6601 0.2659 1.7446  0.004
C 5.0483 0.5004 1.1300  0.000
S 3.5889 -0.3952 1.7142  0.001
C 4.0357 -1.9960 0.9965  0.000
O 2.4441 0.0924 0.8899  0.006
H 5.9146 0.1640 1.7010  0.000
H 4.8618 1.5592 1.3124  0.000
H 5.1889 0.3206 0.0642  0.000
H 5.0064 -2.3216 1.3717  0.000
H 4.0554 -1.8751 -0.0877  0.000
H 3.2584 -2.7022 1.2868  0.000
Cl -3.7171 -7.1823 -4.4677  0.000
C -2.1848 -6.5747 -3.9463  0.000
C -2.1253 -5.4471 -3.1510  0.000
C -0.8938 -4.9377 -2.7733  0.000
C 0.2962 -5.5392 -3.1689  0.000
C 1.6733 -4.9835 -2.8878  0.000
C 1.9686 -4.3447 -1.5156  0.000
N 1.0376 -3.4990 -0.7732  0.000
C 0.2686 -3.9483 0.2746  0.001
C -0.3088 -2.8498 0.8264  0.003
N 0.1143 -1.7286 0.1470  0.015
C 0.9001 -2.1569 -0.8166  0.001
O 2.2316 -4.2126 -3.9521  0.000
C 1.6151 -2.9966 -4.3602  0.000
C 0.2709 -3.0823 -5.0339  0.000
C -0.0161 -3.8122 -6.1476  0.000
Cl 1.0581 -4.8202 -7.0189  0.000
S -1.6536 -3.6426 -6.6496  0.000
C -1.9701 -2.5581 -5.3619  0.001
C -0.8716 -2.3549 -4.5936  0.001
C 0.1959 -6.6968 -3.9532  0.000
Cl 1.6078 -7.5647 -4.4817  0.000
C -1.0248 -7.2121 -4.3508  0.000
H -3.0287 -4.9530 -2.8221  0.000
H -0.9041 -4.0311 -2.1799  0.000
H 2.3424 -5.8396 -2.8850  0.000
H 2.8935 -3.7826 -1.6500  0.000
H 2.1890 -5.1822 -0.8555  0.000
H 0.2161 -4.9925 0.5331  0.000
H -0.9701 -2.7865 1.6752  0.001
H 1.4068 -1.5133 -1.5203  0.000
H 2.3311 -2.5766 -5.0675  0.000
H 1.5379 -2.3075 -3.5119  0.000
H -2.9579 -2.1423 -5.2297  0.000
H -0.8691 -1.7146 -3.7233  0.001
H -1.0646 -8.0947 -4.9734  0.000
S -6.8369 -3.7288 1.2487  0.001
C -5.5140 -3.2675 0.3779  0.001
S -5.0780 -1.6034 0.0879  0.001
C -3.5707 -2.1040 -0.6978  0.006
N -3.4552 -3.3857 -0.7335  0.026
N -4.5346 -4.0358 -0.1840  0.006
C -4.4871 -5.4601 -0.2367  0.000
C -5.6259 -6.2202 -0.4640  0.000
C -5.5341 -7.6039 -0.4480  0.000
C -4.3155 -8.2307 -0.2329  0.000
C -3.1716 -7.4627 -0.0672  0.000
C -3.2534 -6.0803 -0.0742  0.000
S -2.4785 -1.0057 -1.4331  0.121
H -6.5729 -5.7396 -0.6502  0.000
H -6.4268 -8.1958 -0.6052  0.000
H -4.2543 -9.3106 -0.1980  0.000
H -2.2121 -7.9437 0.0774  0.000
H -2.3748 -5.4620 0.0491  0.000



The following is a DFT calculation (the ωB97M-V functional and the def2-TZVPD basis) of a 5-piece molecular cluster, C23H33BrN5O9PS overall.

Its strongest force on any atom is 0.227 hartree/bohr. The orbital gap comes out at 0.24185 Eh. For the energy, the calculation gives -140417.9814 eV. As for the net charge: 0. The HOMO energy is -0.326 Eh. As for the lowest unoccupied orbital energy: -2.28 eV. Its spin multiplicity is 1. The calculation puts the energy above the lowest of the compared OMol25 structures with the same formula, charge and spin at 14.608 eV.

Each line ends with the Löwdin charge.
Atoms and positions in Å:
O 2.0315 0.5990 1.1246  0.022
C 1.9810 1.1250 -0.1301  -0.035
N 1.7962 1.6169 -1.4285  0.046
C 0.2592 1.6513 -1.5627  -0.190
C -0.4266 0.2897 -2.1834  -0.476
Br 0.7198 -1.2664 -2.7586  0.712
C -2.0606 0.2426 -2.3097  0.014
C -2.8985 1.5596 -1.8087  -0.008
C -2.2031 2.9409 -1.1748  -0.003
C -0.5473 2.9902 -1.0491  -0.133
P 0.2882 4.5608 -0.2912  0.404
O -0.3517 4.9498 1.3197  -0.263
O 2.0329 4.3432 -0.0382  -0.313
S 0.1522 6.1396 -1.4751  0.252
C -3.2258 4.1261 -0.6890  -0.214
O -3.0109 5.4426 -0.7448  -0.064
C -4.7034 3.6284 -0.0893  0.036
C -5.3339 2.3872 -0.6923  0.022
C -4.5679 1.5409 -1.9150  -0.199
O -5.2230 0.9329 -2.9205  -0.031
H -2.5569 -0.7451 -2.7298  0.125
H -1.2991 4.6297 1.3989  0.067
H 2.4121 4.4913 -0.9739  0.073
H -5.1955 4.2407 0.7785  0.129
H -6.3524 2.0049 -0.2599  0.118
C 2.5507 -3.7132 -0.6312  -0.023
C 1.6982 -4.8281 -1.1684  -0.548
O 1.0787 -4.7259 -2.2250  -0.020
N 1.6208 -5.9831 -0.4476  0.001
C 2.2646 -6.3007 0.8048  -0.072
H 2.5110 -2.8614 -1.3161  0.020
H 2.1747 -3.3902 0.3433  0.093
H 3.5901 -4.0422 -0.5496  0.045
H 1.0278 -6.6849 -0.8753  0.139
H 2.8900 -7.1836 0.6495  0.082
H 1.4863 -6.5370 1.5350  0.058
H 2.8780 -5.4803 1.1782  0.083
C 0.0862 -4.2638 4.8198  -0.011
C -0.2325 -5.5047 4.0343  -0.540
O 0.6340 -6.3147 3.7124  0.010
N -1.5299 -5.7234 3.6755  -0.001
C -2.6849 -4.9028 3.9524  -0.082
H 1.1590 -4.2308 5.0297  0.087
H -0.1798 -3.3753 4.2409  0.086
H -0.4516 -4.2745 5.7717  0.086
H -1.6627 -6.5792 3.1493  0.144
H -3.4014 -5.5062 4.5157  0.084
H -3.1318 -4.6145 2.9976  0.084
H -2.4338 -4.0081 4.5225  0.076
C 6.5398 -3.8124 -2.2806  -0.005
C 6.3989 -4.2530 -0.8508  -0.528
O 5.5148 -3.8167 -0.1169  0.004
N 7.2890 -5.1666 -0.3686  0.002
C 8.3889 -5.7953 -1.0606  -0.081
H 5.7590 -3.0837 -2.5162  0.088
H 7.5126 -3.3370 -2.4321  0.087
H 6.4254 -4.6694 -2.9498  0.089
H 7.1276 -5.4119 0.6013  0.144
H 8.2309 -6.8766 -1.0354  0.084
H 9.3092 -5.5551 -0.5220  0.084
H 8.4748 -5.4633 -2.0955  0.077
C -4.3193 8.2355 -1.3112  -0.013
C -5.5628 8.5579 -0.5314  -0.545
O -6.3200 7.6825 -0.1178  0.011
N -5.8449 9.8689 -0.2837  -0.006
C -5.0920 11.0358 -0.6781  -0.085
H -4.2321 7.1514 -1.4265  0.053
H -4.3739 8.6852 -2.3063  0.088
H -3.4372 8.5977 -0.7765  0.092
H -6.6980 10.0033 0.2464  0.141
H -4.8128 11.5803 0.2276  0.082
H -5.7418 11.6670 -1.2896  0.082
H -4.1943 10.7818 -1.2423  0.076



The following is a DFT calculation (the ωB97M-V functional and the def2-TZVPD basis) of a 2-piece molecular cluster, C19H32ClF5N4OP overall.

Its strongest force on any atom is 0.017 hartree/bohr. The orbital gap comes out at 0.27979 Eh. For the energy, the calculation gives -63622.2427 eV. As for the net charge: +1. The HOMO energy is -0.426 Eh. As for the lowest unoccupied orbital energy: -3.96 eV. Its spin multiplicity is 1.

Each line ends with the natural charge from an NBO analysis.
Atoms and positions in Å:
C -0.6385 3.4850 -0.8912  -0.616
C 0.4099 2.8047 -1.7762  -0.745
P -0.3771 1.4946 -2.7815  1.038
C 1.0085 1.1717 -3.9403  -0.993
N -0.1976 0.1077 -1.5525  -0.861
C 0.9451 -0.6085 -1.6041  0.812
N 1.9918 -0.3202 -0.7399  -0.719
C 2.0295 -1.0046 0.5362  0.191
C 3.0303 -1.9254 0.8072  -0.266
C 3.0509 -2.5584 2.0352  -0.175
C 2.0736 -2.2852 2.9768  -0.205
C 1.0873 -1.3531 2.7030  -0.172
C 1.0711 -0.6990 1.4832  -0.258
N 0.9469 -1.6084 -2.4893  -0.426
C -0.3315 -1.9544 -3.1698  -0.249
C -1.3488 -2.6381 -2.2320  -0.206
C -1.6834 -4.0488 -2.6880  -0.622
Cl -2.8376 -1.6733 -2.1433  -0.024
C 2.1354 -2.4370 -2.7015  0.753
F 2.2315 -3.3371 -1.7082  -0.287
F 3.2419 -1.6586 -2.6931  -0.304
C 2.1742 -3.2159 -4.0516  0.925
F 1.8580 -2.3897 -5.0667  -0.302
F 3.4145 -3.6762 -4.2206  -0.275
F 1.3201 -4.2548 -4.0369  -0.295
H -0.9563 2.8353 -0.0768  0.195
H -0.2545 4.4130 -0.4774  0.234
H -1.5298 3.7200 -1.4709  0.227
H 1.2383 2.4109 -1.1871  0.236
H 0.7984 3.5066 -2.5165  0.248
H 1.1202 0.1325 -4.2297  0.238
H 1.9746 1.5423 -3.5985  0.238
H 0.7337 1.7127 -4.8455  0.271
H -0.2195 0.5739 -0.6465  0.421
H 2.8860 -0.2063 -1.1904  0.428
H 3.7881 -2.1412 0.0683  0.220
H 3.8303 -3.2718 2.2551  0.228
H 2.0843 -2.7854 3.9332  0.229
H 0.3452 -1.1038 3.4462  0.230
H 0.3261 0.0649 1.3156  0.227
H -0.7563 -1.0577 -3.6068  0.248
H -0.1066 -2.6151 -3.9915  0.244
H -0.9156 -2.6840 -1.2340  0.219
H -1.9853 -4.0484 -3.7342  0.221
H -2.5222 -4.4270 -2.1118  0.244
H -0.8257 -4.7055 -2.5531  0.223
C -1.1430 1.6107 4.9175  -0.616
C -0.9706 2.6546 3.8209  -0.079
C -2.1080 3.6776 3.7351  -0.073
O -3.2889 3.1813 3.1419  -0.551
C -4.1804 2.5071 4.0133  -0.249
N -0.7603 1.9703 2.5366  -0.848
H -1.8951 0.8676 4.6491  0.201
H -0.2035 1.0833 5.0824  0.217
H -1.4416 2.0722 5.8591  0.217
H -0.0607 3.2199 4.0419  0.193
H -1.7813 4.4974 3.0896  0.183
H -2.3242 4.1037 4.7224  0.174
H -4.1797 2.9634 5.0071  0.174
H -3.9402 1.4452 4.1081  0.163
H -5.1782 2.5975 3.5881  0.197
H -0.5396 2.6684 1.8318  0.347
H -1.6641 1.5964 2.2522  0.359